# 1
The following is a DFT calculation (the ωB97M-V functional and the def2-TZVPD basis) of C52H58F3IrN3O3S2SbSi as an isolated structure.

Its charge is +1. Its spin multiplicity is 2. The LUMO energy (spin up / spin down) comes out at -0.1543 / -0.1786 hartree.

Atoms and positions in Å:
Ir  -0.162  -0.347  0.639
N  -3.345  2.312  1.651
C  -3.197  3.535  1.046
C  -4.259  4.444  1.025
C  -4.139  5.648  0.367
C  -2.946  5.990  -0.271
C  -1.873  5.129  -0.223
C  -1.991  3.900  0.418
S  -0.653  2.790  0.375
N  -1.145  1.483  1.248
C  -2.427  1.285  1.637
C  -2.805  -0.014  2.055
C  -3.986  -0.300  2.786
C  -4.285  -1.588  3.132
C  -3.413  -2.615  2.749
C  -2.268  -2.277  2.060
N  -1.950  -1.034  1.715
H  -4.282  2.077  1.951
H  -5.183  4.187  1.522
H  -4.969  6.334  0.345
H  -2.860  6.924  -0.800
H  -0.929  5.386  -0.675
H  -4.628  0.501  3.115
H  -5.171  -1.809  3.704
H  -3.606  -3.640  3.011
H  -1.563  -3.041  1.762
C  2.026  -2.479  -4.401
C  2.343  -1.060  -3.927
C  2.798  -0.198  -5.101
C  3.423  -1.083  -2.847
O  1.144  -0.555  -3.328
Si  0.319  0.809  -3.480
S  -0.928  0.852  -1.695
O  -0.732  0.951  -4.689
C  -1.850  0.204  -5.166
C  -3.027  1.179  -5.237
C  -2.183  -0.968  -4.246
C  -1.470  -0.313  -6.554
O  1.349  2.037  -3.488
C  1.326  3.414  -3.842
C  2.738  3.935  -3.561
C  0.983  3.572  -5.321
C  0.299  4.137  -2.975
H  2.933  -2.962  -4.752
H  1.307  -2.452  -5.215
H  1.606  -3.055  -3.581
H  3.659  -0.656  -5.581
H  3.070  0.793  -4.751
H  1.999  -0.096  -5.831
H  4.327  -1.539  -3.240
H  3.076  -1.651  -1.989
H  3.651  -0.069  -2.530
H  -3.215  1.601  -4.251
H  -3.918  0.662  -5.580
H  -2.802  1.991  -5.925
H  -2.451  -0.608  -3.255
H  -1.323  -1.626  -4.145
H  -3.018  -1.529  -4.656
H  -1.254  0.521  -7.216
H  -2.279  -0.900  -6.979
H  -0.582  -0.938  -6.478
H  3.458  3.409  -4.184
H  2.999  3.770  -2.519
H  2.797  4.996  -3.782
H  1.716  3.054  -5.933
H  0.983  4.625  -5.589
H  0.003  3.149  -5.522
H  0.531  3.966  -1.926
H  -0.695  3.746  -3.180
H  0.316  5.204  -3.182
C  1.740  0.410  0.102
H  1.934  0.353  -0.966
H  2.546  -0.110  0.618
H  1.770  1.466  0.389
F  -0.347  -9.341  -1.928
C  0.633  -8.569  -2.431
F  1.783  -9.216  -2.213
F  0.447  -8.550  -3.764
C  0.612  -7.182  -1.855
C  -0.546  -6.426  -2.001
C  -0.587  -5.141  -1.508
C  0.532  -4.596  -0.865
C  1.687  -5.371  -0.718
C  1.728  -6.659  -1.212
C  0.465  -3.277  -0.370
C  0.371  -2.137  0.061
H  -1.403  -6.853  -2.502
H  -1.478  -4.541  -1.609
H  2.545  -4.956  -0.213
H  2.618  -7.260  -1.106
C  5.188  -0.267  5.578
C  5.147  0.292  4.312
C  3.924  0.554  3.714
C  2.751  0.254  4.384
C  2.790  -0.301  5.652
C  4.012  -0.557  6.249
Sb  0.820  0.706  3.513
C  -0.235  -0.928  4.438
C  0.138  -2.201  4.033
C  -0.499  -3.309  4.561
C  -1.520  -3.146  5.483
C  -1.896  -1.876  5.881
C  -1.254  -0.765  5.358
C  0.322  2.327  4.870
C  1.317  2.899  5.647
C  1.011  3.933  6.517
C  -0.286  4.414  6.595
C  -1.276  3.862  5.800
C  -0.971  2.824  4.934
H  6.139  -0.480  6.039
H  6.063  0.526  3.789
H  3.889  0.996  2.726
H  1.870  -0.529  6.174
H  4.043  -0.980  7.241
H  0.928  -2.321  3.301
H  -0.202  -4.300  4.251
H  -2.020  -4.011  5.893
H  -2.686  -1.749  6.607
H  -1.536  0.225  5.691
H  2.333  2.532  5.586
H  1.788  4.366  7.130
H  -0.522  5.224  7.269
H  -2.286  4.243  5.852
H  -1.745  2.397  4.308

***

# 2
The following is a DFT calculation (the ωB97M-V functional and the def2-TZVPD basis) of a 8-piece molecular cluster, C16H47BF3O9S overall.

Its spin multiplicity is 2. The LUMO energy (spin up / spin down) comes out at 0.0168 / -0.1894 hartree.

Atoms and positions in Å:
O  -18.272  24.038  -15.006
H  -17.550  23.484  -14.701
H  -19.025  23.982  -14.414
H  -17.980  24.931  -15.206
B  -17.520  26.522  -14.654
H  -18.531  26.325  -14.976
H  -16.879  25.958  -15.315
H  -17.275  27.572  -14.694
H  -17.437  26.109  -13.661
C  -14.776  22.912  -11.836
F  -13.567  23.112  -11.454
F  -15.061  21.626  -12.077
F  -15.639  23.507  -11.098
S  -14.764  23.754  -13.609
O  -15.997  23.285  -14.301
O  -14.862  25.233  -13.391
O  -13.489  23.413  -14.243
C  -21.739  19.779  -14.708
C  -22.539  20.718  -15.637
C  -22.086  22.237  -15.836
O  -22.475  20.102  -16.874
H  -21.928  20.112  -13.688
H  -20.678  19.814  -14.953
H  -22.188  18.798  -14.865
H  -23.599  20.807  -15.395
H  -21.433  22.248  -16.709
H  -21.593  22.702  -14.982
H  -23.014  22.774  -16.030
H  -22.465  19.144  -16.815
C  -18.399  24.887  -19.737
C  -17.200  25.191  -18.847
C  -17.506  26.487  -18.048
O  -17.184  24.270  -17.806
H  -18.405  25.522  -20.623
H  -19.415  24.769  -19.360
H  -18.319  23.856  -20.080
H  -16.253  25.152  -19.386
H  -16.841  26.545  -17.186
H  -18.553  26.595  -17.765
H  -17.166  27.227  -18.773
H  -16.477  24.533  -17.213
C  -20.525  25.562  -11.400
C  -19.935  24.368  -12.045
C  -20.414  23.006  -11.519
O  -20.275  24.643  -13.378
H  -21.495  25.928  -11.736
H  -19.799  26.372  -11.477
H  -20.631  25.400  -10.328
H  -18.848  24.361  -11.963
H  -20.196  23.016  -10.451
H  -19.865  22.228  -12.050
H  -21.496  22.991  -11.647
H  -20.514  25.573  -13.375
C  -20.445  29.100  -13.563
C  -21.335  28.343  -14.461
C  -21.081  28.568  -15.969
O  -20.974  27.060  -14.280
H  -19.400  28.908  -13.807
H  -20.645  28.954  -12.502
H  -20.641  30.156  -13.748
H  -22.365  28.472  -14.126
H  -20.048  28.336  -16.228
H  -21.326  29.588  -16.267
H  -21.714  27.862  -16.506
H  -20.095  26.959  -14.653
C  -17.974  19.094  -15.729
C  -17.439  20.519  -15.660
C  -16.555  21.013  -16.787
O  -18.529  21.378  -15.537
H  -18.781  18.977  -16.452
H  -18.287  18.738  -14.748
H  -17.260  18.407  -16.184
H  -16.812  20.724  -14.792
H  -16.720  22.087  -16.875
H  -17.043  20.851  -17.748
H  -15.526  20.656  -16.834
H  -19.030  21.282  -16.351

***

# 3
The following is a DFT calculation (the ωB97M-V functional and the def2-TZVPD basis) of C3H7N3O2 as an isolated structure.

Its spin multiplicity is 1. The LUMO energy (spin up / spin down) comes out at -0.0413 / -0.0415 hartree.

Atoms and positions in Å:
C  -1.050  -0.942  0.643
C  -0.532  0.497  0.467
C  0.703  -0.212  -0.132
N  0.157  -1.424  0.070
N  -1.280  1.413  -0.327
N  2.091  0.020  -0.109
O  2.544  1.144  0.077
O  2.738  -0.998  -0.388
H  -1.178  -1.363  1.657
H  -2.011  -1.099  0.127
H  -0.180  0.930  1.421
H  0.496  0.736  -1.944
H  0.380  -2.236  -0.505
H  -1.929  1.885  0.202
H  -0.950  1.649  -1.259

***

# 4
The following is a DFT calculation (the ωB97M-V functional and the def2-TZVPD basis) of C3HCaO2 as an isolated structure.

Its charge is +1. Its spin multiplicity is 1. The LUMO energy comes out at -0.2364 hartree.

Atoms and positions in Å:
C  -0.151  -0.898  0.733
O  -0.111  0.169  1.306
O  0.018  -0.821  -0.676
C  0.173  0.384  -1.212
C  0.194  1.582  -0.925
H  -0.068  2.620  -0.827
Ca  -0.054  -3.037  1.602

***

# 5
The following is a DFT calculation (the ωB97M-V functional and the def2-TZVPD basis) of one molecule with the formula C2H2N4OS.

Its spin multiplicity is 1. The LUMO energy comes out at -0.0482 hartree.

Atoms and positions in Å:
C  1.521  -0.719  -0.089
C  -1.944  0.151  0.001
H  2.050  1.009  -0.004
H  1.424  -1.843  -0.248
N  2.523  0.071  0.043
N  0.206  -0.159  0.068
N  -0.026  1.152  0.002
N  -1.234  1.375  0.054
O  -1.000  -0.846  0.192
S  -3.521  -0.191  -0.018

***

# 6
The following is a DFT calculation (the ωB97M-V functional and the def2-TZVPD basis) of one molecule with the formula C17H21N5O5.

Its spin multiplicity is 1. The LUMO energy comes out at 0.0189 hartree.

Atoms and positions in Å:
C  -6.972  -0.678  -0.377
C  -5.895  -1.119  -0.655
C  -4.554  -1.584  -0.977
H  -4.197  -2.240  -0.168
O  -3.636  -0.528  -1.213
C  -3.403  0.305  -0.111
H  -4.343  0.499  0.427
C  -2.778  1.626  -0.564
H  -2.066  1.424  -1.365
H  -3.515  2.344  -0.913
C  -2.045  2.097  0.698
N  -0.842  2.839  0.407
C  0.397  2.348  0.125
N  0.768  1.054  0.119
C  2.026  0.861  -0.160
N  2.903  1.847  -0.436
C  2.608  3.237  -0.448
O  3.482  4.026  -0.703
C  1.218  3.446  -0.127
N  0.481  4.592  -0.001
C  -0.713  4.204  0.315
H  -1.539  4.864  0.489
H  3.867  1.571  -0.635
N  2.426  -0.458  -0.155
C  3.695  -0.945  -0.353
O  4.633  -0.230  -0.623
C  3.779  -2.451  -0.184
C  3.578  -2.799  1.296
H  4.331  -2.301  1.903
H  3.681  -3.872  1.435
H  2.592  -2.502  1.647
C  5.125  -2.959  -0.689
H  5.192  -4.037  -0.568
H  5.932  -2.489  -0.134
H  5.252  -2.715  -1.741
H  2.970  -2.905  -0.767
H  1.669  -1.092  0.102
O  -1.758  0.948  1.460
C  -2.338  -0.219  0.885
C  -1.275  -1.087  0.187
O  -0.185  -1.335  1.036
H  0.055  -0.461  1.387
H  -1.701  -2.056  -0.080
H  -0.938  -0.580  -0.725
H  -2.773  -0.783  1.718
H  -2.684  2.766  1.298
H  -4.578  -2.150  -1.913
H  -7.933  -0.326  -0.146

***

# 7
The following is a DFT calculation (the ωB97M-V functional and the def2-TZVPD basis) of one molecule with the formula C5H8OS2.

Its spin multiplicity is 3. The LUMO energy (spin up / spin down) comes out at 0.0252 / -0.0239 hartree.

Atoms and positions in Å:
C  0.853  -2.062  0.233
C  1.496  -0.727  0.259
C  0.580  0.451  0.704
C  -0.542  0.778  -0.290
C  -1.530  -0.253  -0.084
O  1.091  -3.131  0.608
S  -2.362  -0.055  1.553
S  -2.716  -0.933  -1.267
H  2.348  -0.906  1.068
H  1.733  -0.605  -0.825
H  0.213  0.109  1.594
H  1.315  1.373  0.817
H  -1.071  1.666  -0.121
H  -0.306  0.765  -1.413
H  -2.163  -1.324  2.039
H  -1.820  -1.639  -2.039

***

# 8
The following is a DFT calculation (the ωB97M-V functional and the def2-TZVPD basis) of C19H21NO4S as an isolated structure.

Its spin multiplicity is 1. The LUMO energy comes out at -0.0170 hartree.

Atoms and positions in Å:
O  -4.663  1.826  0.119
C  -3.679  2.416  -0.342
O  -3.734  3.272  -1.340
H  -4.481  3.307  -1.735
C  -2.224  2.025  0.139
C  -1.055  2.517  -0.190
C  0.249  2.285  0.521
C  0.044  1.500  1.496
C  -1.112  0.992  2.091
C  -2.255  1.338  1.490
H  -3.370  0.851  2.049
H  -1.123  0.369  3.047
H  1.174  1.380  1.892
N  1.152  2.771  -0.161
H  2.028  2.639  0.245
S  1.661  2.067  -1.626
O  0.703  2.529  -2.686
O  3.014  2.451  -1.956
C  1.313  0.410  -1.378
C  0.217  -0.241  -1.179
C  0.064  -1.580  -0.794
C  1.166  -2.217  0.028
C  2.343  -1.546  -0.178
C  2.595  -0.290  -0.636
H  3.294  0.093  -1.022
H  3.253  -1.991  0.090
C  1.238  -3.435  0.491
C  -0.396  -4.228  0.361
C  -0.116  -5.578  1.218
C  0.023  -5.228  2.639
C  1.129  -4.517  2.852
C  1.223  -3.263  1.962
H  2.119  -2.604  2.276
H  0.515  -2.582  2.347
H  1.422  -4.306  3.911
H  1.929  -5.061  2.647
H  -0.059  -6.278  2.990
H  -0.818  -4.627  3.214
H  -1.164  -6.110  0.973
H  0.560  -6.255  0.917
H  -0.972  -3.499  0.777
H  -0.322  -4.473  -0.448
H  1.979  -4.173  0.290
H  -0.751  -1.976  -0.712
H  -0.682  0.134  -1.742
H  -1.170  3.239  -1.225

***

| no. | maximum force (eV Å⁻¹) |
| --- | --- |
| 1 | 4.16 |
| 2 | 4.66 |
| 3 | 3.99 |
| 4 | 2.81 |
| 5 | 2.65 |
| 6 | 1.09 |
| 7 | 5.06 |
| 8 | 16.97 |